Computed, not measured: the molecule C22H35F6N3, with ωB97M-V with the def2-TZVPD basis set.

Bonds (Å) are listed after each position.
Element x y z (Å)
1 C -2.35 3.66 -0.87  C2 1.524, H32 1.088, H33 1.088, H34 1.087
2 C -1.53 2.48 -1.36  C1 1.524, C3 1.527, H35 1.091, H36 1.092
3 C -0.85 1.75 -0.20  C2 1.527, C4 1.534, H37 1.092, H38 1.092
4 C 0.03 0.58 -0.66  C3 1.534, C5 1.538, N15 1.456, H39 1.098
5 C -0.78 -0.71 -0.86  C4 1.538, N6 1.450, H40 1.094, H41 1.104
6 N 0.11 -1.77 -1.30  C5 1.450, C7 1.459, H42 1.018
7 C -0.53 -3.07 -1.46  N6 1.459, C8 1.535, C11 1.544, H43 1.103
8 C 0.18 -3.82 -2.59  C7 1.535, N9 1.457, H44 1.091, H45 1.101
9 N 0.20 -3.01 -3.80  C8 1.457, C10 1.450, H46 1.015
10 C -1.05 -3.01 -4.53  N9 1.450, H47 1.101, H48 1.089, H49 1.088
11 C -0.50 -3.83 -0.11  C7 1.544, C12 1.528, C13 1.533, H50 1.096
12 C 0.93 -4.01 0.39  C11 1.528, H51 1.087, H52 1.088, H53 1.086
13 C -1.22 -5.18 -0.14  C11 1.533, C14 1.525, H54 1.092, H55 1.093
14 C -2.70 -5.09 -0.51  C13 1.525, H56 1.088, H57 1.087, H58 1.088
15 N 1.16 0.40 0.23  C4 1.456, C16 1.449, H59 1.014
16 C 0.88 0.02 1.60  N15 1.449, C17 1.545, H60 1.091, H61 1.098
17 C 1.95 0.63 2.53  C16 1.545, C18 1.493, H62 1.090, H63 1.090
18 C 1.82 2.12 2.50  C17 1.493, C19 1.388, C31 1.392
19 C 1.18 2.80 3.52  C18 1.388, C20 1.389, H64 1.080
20 C 0.98 4.18 3.43  C19 1.389, C21 1.504, C25 1.386
21 C 0.29 4.88 4.57  C20 1.504, F22 1.345, F23 1.347, F24 1.337
22 F -0.85 4.26 4.93  C21 1.345
23 F 1.06 4.90 5.68  C21 1.347
24 F -0.02 6.15 4.30  C21 1.337
25 C 1.40 4.89 2.32  C20 1.386, C26 1.388, H65 1.079
26 C 2.04 4.19 1.30  C25 1.388, C27 1.504, C31 1.386
27 C 2.46 4.93 0.06  C26 1.504, F28 1.341, F29 1.348, F30 1.340
28 F 2.80 6.21 0.30  C27 1.341
29 F 1.47 4.97 -0.85  C27 1.348
30 F 3.51 4.37 -0.56  C27 1.340
31 C 2.26 2.83 1.39  C18 1.392, C26 1.386, H66 1.078
32 H -1.70 4.38 -0.37  C1 1.088
33 H -3.11 3.34 -0.17  C1 1.088
34 H -2.84 4.16 -1.70  C1 1.087
35 H -0.77 2.83 -2.06  C2 1.091
36 H -2.18 1.79 -1.90  C2 1.092
37 H -0.21 2.46 0.33  C3 1.092
38 H -1.62 1.40 0.49  C3 1.092
39 H 0.47 0.85 -1.63  C4 1.098
40 H -1.22 -1.01 0.10  C5 1.094
41 H -1.61 -0.53 -1.56  C5 1.104
42 H 0.50 -1.51 -2.20  N6 1.018
43 H -1.59 -2.94 -1.75  C7 1.103
44 H 1.22 -3.99 -2.30  C8 1.091
45 H -0.30 -4.79 -2.76  C8 1.101
46 H 0.94 -3.34 -4.42  N9 1.015
47 H -1.42 -4.02 -4.77  C10 1.101
48 H -1.81 -2.50 -3.94  C10 1.089
49 H -0.92 -2.45 -5.46  C10 1.088
50 H -1.03 -3.18 0.61  C11 1.096
51 H 1.44 -4.80 -0.16  C12 1.087
52 H 0.93 -4.27 1.44  C12 1.088
53 H 1.48 -3.08 0.26  C12 1.086
54 H -0.72 -5.85 -0.83  C13 1.092
55 H -1.14 -5.61 0.86  C13 1.093
56 H -3.21 -4.36 0.12  C14 1.088
57 H -2.83 -4.80 -1.55  C14 1.087
58 H -3.18 -6.05 -0.37  C14 1.088
59 H 1.79 -0.28 -0.18  N15 1.014
60 H -0.10 0.42 1.90  C16 1.091
61 H 0.86 -1.07 1.75  C16 1.098
62 H 2.93 0.33 2.17  C17 1.090
63 H 1.81 0.25 3.54  C17 1.090
64 H 0.82 2.28 4.39  C19 1.080
65 H 1.24 5.95 2.24  C25 1.079
66 H 2.74 2.30 0.58  C31 1.078

Properties
Kohn-Sham gap: 9.39 eV
SMILES string: CCC[C@H](CN[C@@H](CNC)[C@H](C)CC)NCCc1cc(C(F)(F)F)cc(C(F)(F)F)c1

Atomic partial charges in e from the natural (NBO) method, atoms 1 to 5: atom 1 (C): -0.600, atom 2 (C): -0.389, atom 3 (C): -0.429, atom 4 (C): 0.029, atom 5 (C): -0.245